# 1
C38H38AsN4O3S2Zn | wB97M-V/def2-TZVPD

XYZ file:
```
87
C38H38AsN4O3S2Zn | the Open Molecules 2025 dataset | wB97M-V/def2-TZVPD
Zn -1.214 0.224 0.272
S -0.442 2.314 0.347
C 0.915 2.046 -0.632
N 1.796 2.979 -0.814
C 3.068 2.675 -1.582
C 2.609 2.032 -2.872
N 1.771 0.883 -2.540
C 1.740 -0.163 -3.581
C 1.474 0.512 -4.912
C 0.602 1.578 -5.088
C 0.377 2.167 -6.336
C 1.040 1.720 -7.439
C 1.968 0.661 -7.288
C 2.114 -0.011 -6.057
C 1.093 0.767 -1.372
S 0.493 -0.765 -0.932
C 1.851 4.352 -0.090
C 1.993 5.397 -1.133
C 0.887 5.922 -1.784
C 1.138 6.900 -2.743
C 2.405 7.315 -3.155
C 3.505 6.842 -2.482
C 3.232 5.858 -1.472
H 3.737 2.029 -1.007
H 3.485 3.657 -1.859
H 3.403 1.612 -3.476
H 2.120 2.826 -3.462
H 1.065 -0.949 -3.243
H 2.709 -0.629 -3.635
H 0.030 1.830 -4.187
H -0.356 2.941 -6.355
H 0.949 2.213 -8.428
H 2.385 0.221 -8.170
H 2.726 -0.844 -5.948
H 2.669 4.322 0.616
H 0.939 4.463 0.458
H -0.154 5.556 -1.719
H 0.268 7.274 -3.230
H 2.432 8.044 -3.983
H 4.486 7.035 -2.811
H 4.004 5.579 -0.802
N -6.284 -0.728 -1.455
C -4.982 -0.069 -1.527
C -4.112 -0.668 -0.379
O -4.773 -1.226 0.493
O -2.840 -0.526 -0.517
H -6.252 -1.612 -1.959
H -7.008 -0.128 -1.887
H -6.511 -0.828 -0.493
H -5.152 0.974 -1.352
H -4.583 -0.241 -2.556
C -4.100 -4.154 5.928
C -2.905 -3.715 6.522
C -1.968 -3.040 5.824
C -2.214 -2.866 4.456
C -3.354 -3.359 3.812
C -4.337 -4.031 4.539
As -0.788 -2.447 3.284
C -0.386 -3.873 2.130
C 0.163 -5.005 2.751
C 0.300 -6.222 2.048
C -0.047 -6.253 0.709
C -0.598 -5.129 0.126
C -0.798 -3.972 0.792
C 0.834 -1.826 4.187
C 2.111 -2.233 3.809
C 3.203 -1.692 4.499
C 2.988 -0.778 5.514
C 1.697 -0.381 5.884
C 0.632 -0.848 5.202
H -4.857 -4.693 6.490
H -2.817 -3.734 7.603
H -1.031 -2.695 6.265
H -3.415 -3.330 2.702
H -5.285 -4.388 4.120
H 0.463 -5.044 3.819
H 0.879 -7.057 2.498
H 0.158 -7.123 0.175
H -0.958 -5.203 -0.902
H -1.314 -3.124 0.334
H 2.209 -2.938 2.962
H 4.246 -2.157 4.371
H 3.785 -0.483 6.254
H 1.626 0.373 6.733
H -0.324 -0.448 5.515
O -1.374 0.162 3.234
N -1.241 -0.627 2.369
```

Output
HOMO energy (alpha / beta) = -15.29 / -15.29 eV
Net charge = +3
F_max = 3.22 eV Å⁻¹
Total energy = -183026.18085 eV
Energy above the lowest of the compared OMol25 structures with the same formula, charge and spin = 15.66 kcal/mol

=====

# 2
C37H59F21O23S3 | wB97M-V/def2-TZVPD

XYZ file:
```
143
C37H59F21O23S3 | the Open Molecules 2025 dataset | wB97M-V/def2-TZVPD
C 0.738 12.320 -8.199
C 1.260 10.897 -8.156
O 1.670 10.666 -6.843
C 0.696 10.240 -5.933
O -0.484 9.953 -6.300
C 1.236 9.954 -4.502
F 1.350 8.580 -4.314
F 2.422 10.552 -4.314
F 0.365 10.359 -3.573
H 1.508 13.067 -8.009
H -0.092 12.529 -7.524
H 0.375 12.596 -9.190
H 2.149 10.860 -8.785
H 0.523 10.161 -8.477
C -1.465 6.431 2.443
C -0.412 7.221 3.224
O 0.784 6.401 3.462
C 1.886 6.637 2.707
O 1.854 7.335 1.697
C 3.122 6.077 3.312
F 3.616 5.136 2.515
F 4.031 7.106 3.336
F 2.908 5.588 4.523
H -1.818 5.672 3.141
H -0.970 5.902 1.628
H -2.126 7.146 1.953
H -0.870 7.496 4.174
H -0.293 8.196 2.751
C 10.382 -6.350 7.085
C 8.880 -6.721 7.334
O 8.052 -5.953 6.507
C 7.688 -6.213 5.179
O 7.999 -7.245 4.605
C 7.029 -5.016 4.482
F 7.958 -4.244 3.838
F 6.129 -5.409 3.551
F 6.446 -4.201 5.329
H 10.533 -5.278 7.214
H 10.765 -6.574 6.089
H 11.002 -6.929 7.769
H 8.630 -6.519 8.376
H 8.741 -7.752 7.011
C 3.203 5.125 -8.985
C 2.134 4.098 -8.774
O 1.619 3.640 -10.036
C 0.568 4.252 -10.692
O -0.142 5.133 -10.196
C 0.251 3.626 -12.043
F 1.262 2.880 -12.451
F -0.806 2.851 -11.821
F -0.075 4.503 -12.940
H 3.714 5.436 -8.074
H 2.773 5.958 -9.542
H 3.925 4.554 -9.569
H 1.274 4.387 -8.170
H 2.588 3.259 -8.248
C -6.696 -4.085 1.357
C -7.527 -3.470 2.530
O -8.911 -3.713 2.340
C -9.831 -3.032 3.107
O -9.562 -2.312 4.103
C -11.272 -3.206 2.558
F -11.266 -3.696 1.343
F -11.906 -4.186 3.192
F -11.956 -2.043 2.498
H -5.673 -4.028 1.727
H -6.733 -3.392 0.517
H -6.941 -5.090 1.013
H -7.235 -2.441 2.740
H -7.368 -4.179 3.342
C 2.571 -8.075 6.785
C 1.135 -8.361 6.491
O 0.979 -7.958 5.109
C 0.313 -8.730 4.157
O -0.186 -9.797 4.388
C 0.360 -8.059 2.715
F 1.626 -8.275 2.309
F -0.479 -8.655 1.861
F 0.075 -6.761 2.751
H 3.214 -8.546 6.042
H 2.861 -8.585 7.704
H 2.828 -7.016 6.833
H 0.454 -7.872 7.188
H 0.994 -9.441 6.522
C -1.536 1.056 6.738
C -0.887 -0.277 7.181
O -1.836 -1.314 7.170
C -1.466 -2.572 7.401
O -0.336 -2.965 7.373
C -2.672 -3.566 7.552
F -2.325 -4.585 6.797
F -2.757 -4.001 8.816
F -3.860 -3.024 7.190
H -2.282 1.429 7.440
H -1.978 1.107 5.743
H -0.707 1.762 6.685
H -0.488 -0.300 8.195
H -0.152 -0.555 6.426
C 6.621 -6.885 -5.167
C 5.489 -6.426 -4.217
O 5.481 -5.047 -4.464
S 4.231 -4.088 -4.046
C 2.749 -4.995 -4.669
O 4.105 -4.160 -2.602
O 4.344 -2.828 -4.747
H 6.140 -6.632 -6.113
H 6.797 -7.960 -5.118
H 7.522 -6.322 -4.925
H 4.574 -6.951 -4.494
H 5.630 -6.595 -3.150
H 2.634 -5.997 -4.255
H 2.716 -4.989 -5.758
H 1.878 -4.516 -4.222
C -10.567 2.509 -1.547
C -9.327 3.375 -1.225
O -8.227 2.717 -1.839
S -6.767 3.540 -1.892
C -5.761 2.131 -1.398
O -6.434 3.884 -3.278
O -6.813 4.567 -0.853
H -10.646 2.264 -2.606
H -11.515 3.002 -1.333
H -10.584 1.617 -0.921
H -9.494 4.387 -1.595
H -9.090 3.462 -0.164
H -6.091 1.240 -1.932
H -5.628 2.028 -0.321
H -4.834 2.232 -1.963
C 1.568 2.141 -1.572
C 1.135 0.781 -1.106
O 0.362 0.806 0.065
S -0.293 -0.679 0.475
C 1.097 -1.274 1.561
O -1.481 -0.381 1.315
O -0.368 -1.551 -0.691
H 1.768 2.111 -2.643
H 2.424 2.582 -1.062
H 0.790 2.885 -1.404
H 0.592 0.342 -1.942
H 2.013 0.152 -0.960
H 1.529 -0.378 2.008
H 1.954 -1.656 1.006
H 0.703 -2.013 2.258
```

Output
HOMO energy = -10.87 eV
SMILES = CCOC(=O)C(F)(F)F.CCOC(=O)C(F)(F)F.CCOC(=O)C(F)(F)F.CCOC(=O)C(F)(F)F.CCOC(=O)C(F)(F)F.CCOC(=O)C(F)(F)F.CCOC(=O)C(F)(F)F.CCOS(C)(=O)=O.CCOS(C)(=O)=O.CCOS(C)(=O)=O
F_max = 5.50 eV Å⁻¹
Total energy = -175986.59326 eV
Energy above the lowest of the compared OMol25 structures with the same formula, charge and spin = 129.52 kcal/mol

=====

# 3
C30H44NNdO4Se | wB97M-V/def2-TZVPD

XYZ file:
```
81
C30H44NNdO4Se | the Open Molecules 2025 dataset | wB97M-V/def2-TZVPD
Nd 9.197 8.263 5.922
C 8.398 11.670 13.072
C 8.414 12.653 11.896
C 9.532 13.717 12.161
C 6.943 13.312 11.849
C 8.609 11.985 10.576
C 8.609 10.602 10.402
C 8.713 10.091 9.116
Se 8.920 8.165 8.939
C 10.806 8.090 9.281
C 11.345 8.430 10.510
C 12.733 8.553 10.666
C 13.481 8.313 9.521
C 12.949 8.046 8.296
C 11.571 7.930 8.143
O 11.009 7.713 6.969
C 13.886 7.838 7.073
C 13.560 8.693 5.861
C 13.802 6.329 6.671
C 15.345 8.088 7.399
C 13.408 8.964 12.001
C 14.940 9.195 11.904
C 12.720 10.269 12.489
C 13.188 7.875 13.058
C 8.833 10.858 7.988
O 8.888 10.242 6.839
C 8.886 12.285 8.142
C 8.787 12.784 9.422
C 8.837 13.323 6.979
C 9.365 12.792 5.656
C 7.353 13.669 6.785
C 9.573 14.628 7.346
H 8.243 12.144 14.020
H 9.340 11.133 13.225
H 7.596 10.921 12.977
H 9.212 14.333 12.982
H 9.690 14.351 11.252
H 10.508 13.257 12.391
H 6.761 13.754 12.841
H 6.274 12.464 11.735
H 6.872 14.027 11.006
H 8.480 9.907 11.225
H 10.719 8.693 11.366
H 14.544 8.445 9.617
H 12.744 8.205 5.334
H 14.441 8.832 5.210
H 13.282 9.670 6.216
H 12.777 6.074 6.374
H 14.062 5.635 7.480
H 14.527 6.096 5.858
H 15.482 9.146 7.696
H 15.954 7.929 6.519
H 15.709 7.447 8.206
H 15.168 9.963 11.149
H 15.489 8.318 11.578
H 15.336 9.512 12.842
H 12.791 10.994 11.673
H 13.189 10.565 13.400
H 11.701 10.057 12.795
H 13.663 6.921 12.748
H 12.103 7.756 13.219
H 13.641 8.206 14.010
H 8.814 13.860 9.564
H 8.748 12.017 5.155
H 10.368 12.378 5.714
H 9.423 13.621 4.961
H 6.732 12.781 6.613
H 7.156 14.330 5.899
H 6.889 14.159 7.674
H 10.636 14.415 7.451
H 9.158 15.103 8.210
H 9.483 15.364 6.509
N 6.657 7.618 6.406
C 6.364 6.252 5.943
C 7.097 5.933 4.645
O 6.665 5.187 3.811
O 8.157 6.698 4.485
H 6.175 7.681 7.305
H 6.127 8.312 5.886
H 5.289 6.092 5.768
H 6.719 5.568 6.694
```

Output
HOMO energy (alpha / beta) = -7.90 / -7.94 eV
F_max = 2.13 eV Å⁻¹
2S+1 = 4
Total energy = -122131.27984 eV

=====

# 4
C13H4Cl3IrN2O8 | wB97M-V/def2-TZVPD

XYZ file:
```
31
C13H4Cl3IrN2O8 | the Open Molecules 2025 dataset | wB97M-V/def2-TZVPD
Ir 1.272 0.851 -0.355
O 1.279 -1.654 -3.359
C 0.790 -0.991 -2.467
O 1.607 -0.791 -1.376
C -0.647 -0.582 -2.415
C -1.603 -1.444 -2.937
C -2.924 -1.449 -2.423
C -3.404 -0.484 -1.514
C -2.426 0.408 -1.079
C -1.057 0.520 -1.629
O -0.154 1.474 -1.412
N -2.748 1.389 -0.028
O -3.323 2.421 -0.405
O -2.395 1.082 1.113
N -3.857 -2.085 -3.266
O -3.347 -2.828 -4.128
O -5.077 -1.784 -3.153
H -1.293 -1.953 -3.849
H -4.346 -0.593 -0.872
Cl 2.444 0.707 6.027
C 2.807 0.899 4.355
C 1.996 1.752 3.602
C 1.968 1.506 2.262
Cl 1.215 2.713 1.113
C 2.835 0.512 1.662
O 3.017 0.591 0.348
C 3.554 -0.433 2.433
Cl 4.491 -1.587 1.624
C 3.602 -0.085 3.765
H 1.338 2.488 4.042
H 4.384 -0.568 4.320
```

Output
HOMO energy (alpha / beta) = -10.53 / -12.20 eV
Net charge = +1
F_max = 4.93 eV Å⁻¹
2S+1 = 6
Total energy = -73290.05198 eV
Energy above the lowest of the compared OMol25 structures with the same formula, charge and spin = 32.08 kcal/mol

=====

# 5
BaH12O6 | wB97M-V/def2-TZVPD

XYZ file:
```
19
BaH12O6 | the Open Molecules 2025 dataset | wB97M-V/def2-TZVPD
Ba 13.385 10.872 -20.462
O 14.643 9.038 -18.879
H 15.563 9.171 -18.609
H 14.506 8.077 -18.843
O 12.295 11.098 -23.092
H 13.020 11.481 -23.601
H 12.061 10.274 -23.550
O 15.727 12.148 -19.502
H 16.444 11.504 -19.587
H 16.013 12.745 -18.792
O 14.579 12.903 -22.102
H 14.834 13.838 -22.058
H 14.809 12.635 -23.000
O 10.907 10.715 -19.467
H 10.664 11.243 -18.688
H 10.266 9.985 -19.489
O 15.424 9.733 -22.037
H 15.416 9.340 -22.924
H 16.294 10.153 -21.959
```

Output
HOMO energy = -19.31 eV
Net charge = +2
F_max = 0.84 eV Å⁻¹
Total energy = -13162.09890 eV
Energy above the lowest of the compared OMol25 structures with the same formula, charge and spin = 10.01 kcal/mol